16
Properties=species:S:1:pos:R:3:forces:R:3:mulliken_charge:R:1 method="wB97M-V/def2-TZVPD" total_energy_ha=-159.5595 relative_energy_ev=0.694 multiplicity=1 homo_ev=-11.21 orbital_gap_ha=0.4524 smiles=CC.CC
H -1.043 -2.282 -1.301 0.63 -0.01 -0.19 0.2211
H 1.214 2.063 0.846 -0.62 0.76 0.47 0.2755
H -0.564 0.851 2.367 0.60 -0.13 -0.50 0.2599
C 0.414 0.440 2.039 0.19 -0.23 0.50 -0.2854
C 1.457 1.515 1.756 -0.87 0.62 0.74 -0.8698
H -1.803 0.175 -1.477 -0.16 0.95 -0.31 0.2476
H 0.088 -1.214 -0.598 -0.35 1.13 -0.15 0.1850
H 2.427 1.192 1.449 0.85 -0.97 0.48 0.3125
C -1.404 -0.446 -2.267 -0.57 -0.52 1.10 -0.8258
H 0.304 -0.226 1.202 -0.41 -0.15 -0.42 -0.1537
H -2.304 -0.947 -2.684 0.70 -0.25 0.39 0.2834
H 1.524 2.099 2.714 0.24 0.12 -1.37 0.2553
C -0.422 -1.398 -1.543 -0.99 -1.58 -0.79 -0.7543
H -0.996 0.063 -3.120 0.46 0.71 0.07 0.2869
H 0.753 -0.200 2.854 0.02 0.01 0.15 0.2971
H 0.353 -1.683 -2.237 0.27 -0.48 -0.19 0.2648